# BeFH10O5

A structure of composition BeFH10O5 at a distorted geometry (wB97M-V/def2-TZVPD, the OMol25 dataset).

The geometry in XYZ format:
```
17
Properties=species:S:1:pos:R:3:forces:R:3
Be -0.35383 0.69717 -0.11142 -0.2 -1.0 -0.2
F -0.30578 -0.82978 0.03982 -1.0 2.8 -0.2
O 0.50971 -2.75563 -1.36330 0.2 0.9 -0.9
H 0.45861 -3.65780 -1.07867 -0.1 -0.4 0.5
H 0.18307 -2.12292 -0.70626 0.1 -1.2 -0.2
O 1.64341 -1.57953 1.57410 0.3 0.2 0.4
H 1.11760 -1.37180 2.33914 0.2 -0.3 1.2
H 0.98927 -1.31461 0.93763 0.1 -0.2 -1.0
O -1.86296 1.23296 0.59857 0.8 1.4 0.4
H -2.52969 0.56481 0.72183 -0.6 -0.6 0.2
H -2.10910 2.05023 1.10738 0.3 -1.1 -0.8
O -0.32361 1.19840 -1.73772 -0.2 -1.4 -0.5
H -0.12803 1.91900 -2.32980 0.1 1.1 0.2
H -0.34864 0.45007 -2.36705 -0.1 -0.2 0.5
O 0.86987 1.54248 0.59580 -0.7 0.1 1.0
H 1.46562 2.20646 0.24939 0.4 0.1 -0.4
H 0.72449 1.77050 1.53055 0.3 -0.3 -0.1
```
Forces are in eV/Å.

charge = +1
E_LUMO = -0.163 Ha
HOMO level = -13.29 eV
total energy = -13516.2659 eV
spin multiplicity = 1
frontier orbital gap = 8.9 eV
energy above the lowest of the compared OMol25 structures with the same formula, charge and spin = 15.0 kcal per mole

These are the natural (NBO) partial charges, in e, on atoms 1 to 2:
1 Be 1.721
2 F -0.851